(1)
{
  "formula": "C4H7MnO4",
  "method": "ωB97M-V/def2-TZVPD",
  "species": ["O", "C", "O", "Mn", "O", "C", "H", "H", "H", "C", "C", "O", "H", "H", "H", "H"],
  "coordinates": [[-0.267, -0.238, 1.566], [-1.527, 0.063, 1.448], [-2.402, -0.749, 1.881], [-3.702, 0.622, 1.416], [-1.915, 1.138, 0.885], [0.716, 0.837, 1.399], [0.837, 1.333, 2.371], [1.688, 0.442, 1.080], [0.299, 1.565, 0.700], [0.708, -1.178, -1.543], [1.605, -0.188, -1.659], [-0.340, -1.411, -2.366], [0.856, -2.010, -0.851], [1.419, 0.675, -2.301], [2.535, -0.252, -1.094], [-0.508, -0.647, -2.931]],
  "atomic_forces_ev_per_a": [[-0.2, 0.1, 0.2], [2.5, -0.7, -0.2], [-0.3, -0.6, 0.4], [-1.3, 0.1, -0.1], [-0.1, 1.1, -0.2], [-0.2, 0.8, 0.2], [-0.1, -0.3, -0.1], [-0.7, -0.2, 0.0], [0.4, -0.2, -0.1], [1.4, 0.0, -0.4], [-0.6, -0.3, 0.3], [-0.8, 0.2, 0.4], [-0.1, 0.2, -0.2], [0.3, -0.4, 0.0], [-0.4, 0.2, 0.0], [0.2, 0.0, -0.1]],
  "s_squared": 8.754,
  "orbital_gap_ha": [0.1860, 0.1811],
  "e_homo_ha": [-0.428, -0.428],
  "energy_ha": -1608.26679,
  "multiplicity": 6,
  "fmax_ev_per_a": 2.63,
  "total_charge": 1
}

(2)
{
  "formula": "C4H7N",
  "method": "ωB97M-V/def2-TZVPD",
  "species": ["C", "C", "C", "C", "N", "H", "H", "H", "H", "H", "H", "H"],
  "coordinates": [[1.960, -0.114, -0.101], [-0.685, -1.202, 0.108], [-0.362, 1.305, 0.141], [-0.133, -0.010, -0.615], [3.104, 0.070, 0.082], [-1.767, -1.410, -0.086], [-0.243, -2.204, -0.097], [-0.575, -1.128, 1.166], [-0.356, 1.035, 1.226], [0.383, 1.988, -0.025], [-1.336, 1.582, -0.162], [0.009, 0.089, -1.638]],
  "atomic_forces_ev_per_a": [[-0.8, 0.4, -0.8], [-0.7, -2.0, -1.1], [-0.8, -3.5, 1.1], [3.6, 0.4, 4.4], [-2.1, -0.4, -0.2], [0.6, 0.7, -0.1], [0.1, 0.9, -0.5], [0.1, 0.6, 0.7], [-0.2, 0.5, -0.9], [1.4, 1.8, -0.7], [-1.2, 1.0, -0.1], [0.0, -0.4, -1.8]],
  "e_above_lowest_kj_mol": 271.64,
  "orbital_gap_ha": 0.3953,
  "e_homo_ha": -0.401,
  "energy_ha": -211.25721,
  "fmax_ev_per_a": 5.64
}

(3)
{
  "formula": "C4H7N2",
  "method": "ωB97M-V/def2-TZVPD",
  "species": ["C", "C", "C", "N", "C", "N", "H", "H", "H", "H", "H", "H", "H"],
  "coordinates": [[-0.095, 1.237, 0.603], [-0.841, 0.031, 0.095], [-0.384, -0.506, -1.149], [0.835, -0.983, -1.129], [1.784, -0.749, -0.082], [-2.059, -0.220, 0.652], [1.029, 1.550, 0.262], [-0.882, 1.347, -0.149], [-0.256, 1.692, 1.637], [-1.178, -0.523, -1.850], [1.473, -0.713, 0.906], [2.847, -0.934, -0.474], [-2.272, -1.229, 0.679]],
  "atomic_forces_ev_per_a": [[2.6, 0.6, 0.8], [-3.1, -0.6, 4.5], [2.4, -1.4, 2.1], [1.3, 1.0, -0.2], [-0.3, -1.8, -5.0], [3.6, -0.2, 0.0], [-3.3, -1.1, 0.1], [-0.6, 4.4, -0.8], [-0.5, -1.1, -1.7], [0.1, -0.9, -1.5], [-0.1, 0.1, 1.8], [-1.8, 0.4, 1.1], [-0.3, 0.6, -1.3]],
  "s_squared": 0.779,
  "e_above_lowest_kj_mol": 424.85,
  "orbital_gap_ha": [0.3168, 0.2748],
  "e_homo_ha": [-0.307, -0.314],
  "energy_ha": -265.88492,
  "multiplicity": 2,
  "fmax_ev_per_a": 5.45
}

(4)
{
  "formula": "C4H7N2",
  "method": "ωB97M-V/def2-TZVPD",
  "species": ["C", "C", "C", "C", "N", "N", "H", "H", "H", "H", "H", "H", "H"],
  "coordinates": [[-0.356, -1.359, 1.677], [0.150, -1.305, 2.813], [-0.106, -1.287, 0.321], [-0.424, -0.094, -0.501], [1.279, 0.620, -1.353], [-0.570, 1.104, 0.374], [0.112, -2.120, -0.176], [-1.142, -0.214, -1.280], [0.984, 0.813, -2.302], [1.976, -0.144, -1.288], [0.079, 1.857, -0.081], [-0.447, 0.920, 1.369], [-1.534, 1.207, 0.426]],
  "atomic_forces_ev_per_a": [[0.0, 0.4, -5.5], [1.0, 0.3, 2.9], [-2.4, 2.7, 3.6], [5.3, 1.0, 0.4], [-2.9, -1.4, 2.5], [1.5, 0.0, -1.7], [1.2, -3.4, -2.1], [-0.5, 0.2, -0.5], [0.1, -0.5, -0.4], [-0.7, 0.4, -0.4], [-1.5, -1.1, 1.3], [1.5, -0.4, 0.4], [-2.7, 1.8, -0.6]],
  "e_above_lowest_kj_mol": 855.68,
  "orbital_gap_ha": [0.2962, 0.2960],
  "e_homo_ha": [-0.539, -0.539],
  "energy_ha": -265.58257,
  "fmax_ev_per_a": 5.47,
  "total_charge": 1
}

(5)
{
  "formula": "C4H7N2",
  "method": "ωB97M-V/def2-TZVPD",
  "species": ["C", "C", "C", "C", "N", "N", "H", "H", "H", "H", "H", "H", "H"],
  "coordinates": [[2.705, -0.279, -0.274], [0.672, 1.097, 0.114], [-1.965, 0.563, 0.150], [-1.266, -0.709, -0.259], [1.724, 0.437, -0.085], [-0.678, 0.540, -0.452], [3.259, -0.841, 0.585], [3.124, -0.358, -1.258], [0.600, 2.227, 0.386], [-2.739, 1.149, -0.406], [-2.199, 0.822, 1.231], [-1.075, -1.418, 0.478], [-1.223, -1.114, -1.201]],
  "atomic_forces_ev_per_a": [[2.0, -1.5, 1.6], [-4.3, 0.2, -1.7], [-2.3, 1.6, 0.4], [-0.9, 0.3, 0.0], [-1.4, 1.0, 0.9], [6.0, 3.8, 2.8], [-1.3, 1.0, -1.4], [0.2, 0.0, -0.6], [0.6, -2.2, -0.4], [0.8, -1.1, -0.2], [1.2, -1.0, -1.1], [0.9, -0.7, 1.7], [-1.5, -1.5, -2.1]],
  "e_above_lowest_kj_mol": 496.68,
  "orbital_gap_ha": 0.3447,
  "e_homo_ha": -0.534,
  "energy_ha": -265.71930,
  "fmax_ev_per_a": 7.70,
  "total_charge": 1
}

(6)
{
  "formula": "C4H7N2",
  "method": "ωB97M-V/def2-TZVPD",
  "species": ["C", "C", "C", "C", "N", "N", "H", "H", "H", "H", "H", "H", "H"],
  "coordinates": [[0.360, 1.369, 0.766], [0.568, -1.076, -1.216], [0.174, -0.054, 1.266], [-0.911, 0.624, 0.516], [-0.464, -1.795, -0.597], [-0.223, -0.489, -0.059], [0.318, 2.085, 1.533], [0.951, 1.456, -0.131], [1.507, -1.619, -1.054], [0.500, -0.547, -2.232], [0.321, -0.703, 2.200], [-1.906, 0.842, 0.499], [-1.391, -1.762, -0.999]],
  "atomic_forces_ev_per_a": [[-0.2, -1.6, -0.3], [0.4, 1.6, -2.0], [-0.3, -0.5, 1.2], [2.4, 0.2, 0.2], [-2.3, -0.4, 1.6], [2.7, -2.6, -1.3], [0.1, 1.1, 0.6], [0.6, 0.6, 0.2], [0.1, 1.1, 0.4], [-0.3, -0.8, 1.7], [-0.4, 1.2, -1.7], [-2.5, 0.2, 0.1], [-0.2, -0.2, -0.6]],
  "e_above_lowest_kj_mol": 643.30,
  "orbital_gap_ha": 0.4604,
  "e_homo_ha": -0.566,
  "energy_ha": -265.66346,
  "fmax_ev_per_a": 3.94,
  "total_charge": 1
}

(7)
{
  "formula": "C4H7N2",
  "method": "ωB97M-V/def2-TZVPD",
  "species": ["C", "C", "C", "C", "N", "N", "H", "H", "H", "H", "H", "H", "H"],
  "coordinates": [[-0.744, -0.352, 1.447], [-1.130, -0.143, 2.805], [0.836, -0.532, -1.746], [0.783, 0.975, -1.843], [-0.200, 0.465, 0.422], [0.274, 0.286, -0.746], [-0.982, -1.361, 1.099], [-0.862, 0.752, 3.343], [-1.651, -0.944, 3.296], [0.159, -1.132, -2.345], [1.778, -1.024, -1.524], [1.676, 1.572, -1.698], [0.064, 1.438, -2.512]],
  "atomic_forces_ev_per_a": [[-0.7, -2.0, 0.4], [1.9, 1.0, -4.3], [0.3, -1.2, -0.8], [0.4, 1.1, -0.9], [0.5, 2.1, -0.4], [-2.2, -1.1, 5.3], [0.1, 0.1, 0.0], [-0.1, 0.2, 0.1], [0.0, -0.2, 0.0], [-0.1, 0.1, 0.0], [0.0, 0.2, 0.2], [0.1, -0.2, 0.2], [-0.1, -0.1, 0.1]],
  "e_above_lowest_kj_mol": 569.74,
  "orbital_gap_ha": 0.3073,
  "e_homo_ha": -0.544,
  "energy_ha": -265.69148,
  "fmax_ev_per_a": 5.86,
  "total_charge": 1
}

(8)
{
  "formula": "C4H7N2",
  "method": "ωB97M-V/def2-TZVPD",
  "species": ["C", "C", "C", "C", "N", "N", "H", "H", "H", "H", "H", "H", "H"],
  "coordinates": [[0.678, 0.703, -0.948], [-0.657, 0.799, -0.135], [0.117, -0.368, 1.911], [0.886, -1.472, -2.045], [0.719, -0.417, -1.534], [-0.824, 0.081, 1.113], [1.611, 1.399, -0.781], [-0.867, 1.820, 0.154], [-1.527, 0.406, -0.720], [-0.228, -0.760, 2.855], [1.171, -0.156, 1.702], [0.601, -1.842, -2.949], [-1.680, -0.192, 1.374]],
  "atomic_forces_ev_per_a": [[-0.4, 1.3, 3.3], [-1.6, 0.6, 0.5], [3.1, -0.8, 1.7], [-0.2, 1.5, 1.8], [1.9, -1.0, -0.9], [2.5, 1.3, -2.7], [-2.0, -1.4, -0.8], [0.3, 0.7, -0.8], [1.0, 0.7, -0.3], [0.4, -0.1, 0.0], [-0.5, -0.1, 0.3], [-0.4, -1.8, -2.4], [-4.1, -0.9, 0.3]],
  "s_squared": 2.038,
  "e_above_lowest_kj_mol": 253.04,
  "orbital_gap_ha": [0.1589, 0.2644],
  "e_homo_ha": [-0.354, -0.549],
  "energy_ha": -265.62813,
  "multiplicity": 3,
  "fmax_ev_per_a": 4.21,
  "total_charge": 1
}

(9)
{
  "formula": "C4H7N2",
  "method": "ωB97M-V/def2-TZVPD",
  "species": ["C", "C", "C", "N", "C", "N", "H", "H", "H", "H", "H", "H", "H"],
  "coordinates": [[-0.405, 1.720, -0.719], [-0.111, 0.418, -0.186], [-0.806, -0.820, -0.415], [-0.157, -1.761, 0.294], [0.869, -1.206, 0.954], [0.897, 0.101, 0.673], [-0.616, 2.526, -0.003], [-1.213, 1.682, -1.443], [0.518, 2.106, -1.202], [-1.680, -1.049, -1.009], [-0.430, -2.741, 0.397], [1.636, -1.738, 1.497], [1.499, 0.763, 1.164]],
  "atomic_forces_ev_per_a": [[0.3, 0.5, -0.7], [-0.3, 0.4, 0.4], [0.1, -0.7, 0.1], [-0.4, -0.1, 0.0], [0.5, 0.1, -0.3], [-0.2, -0.1, 0.3], [0.0, -0.3, 0.4], [0.0, 0.0, -0.1], [-0.2, -0.1, -0.1], [-0.1, 0.2, -0.1], [0.0, 0.0, -0.2], [-0.1, -0.1, 0.4], [0.2, 0.0, -0.3]],
  "s_squared": 0.761,
  "e_above_lowest_kj_mol": 0.00,
  "orbital_gap_ha": [0.4160, 0.3371],
  "e_homo_ha": [-0.775, -0.847],
  "energy_ha": -265.38717,
  "multiplicity": 2,
  "fmax_ev_per_a": 0.89,
  "total_charge": 2
}

(10)
{
  "formula": "C4H7N2",
  "method": "ωB97M-V/def2-TZVPD",
  "species": ["C", "C", "C", "N", "C", "N", "H", "H", "H", "H", "H", "H", "H"],
  "coordinates": [[-0.722, -1.685, 0.605], [-0.187, -0.398, 0.191], [0.171, 0.771, 0.955], [0.830, 1.595, 0.099], [0.645, 1.156, -1.157], [0.000, -0.033, -1.116], [-0.021, -2.175, 1.281], [-1.636, -1.551, 1.192], [-0.835, -2.328, -0.264], [-0.291, 1.140, 1.862], [0.967, 2.597, 0.262], [0.923, 1.657, -2.075], [0.155, -0.745, -1.835]],
  "atomic_forces_ev_per_a": [[0.5, 0.2, -0.4], [-0.8, 0.0, -0.2], [-0.1, 0.3, -0.5], [-1.5, 0.8, -0.4], [0.0, -0.6, -0.1], [1.8, -0.5, 0.7], [0.2, -0.1, 0.4], [-0.2, 0.0, 0.0], [-0.4, -0.1, 0.1], [0.6, -0.3, 0.5], [0.5, -0.1, 0.3], [0.2, 0.1, 0.0], [-0.7, 0.2, -0.3]],
  "s_squared": 0.762,
  "e_above_lowest_kj_mol": 45.43,
  "orbital_gap_ha": [0.4020, 0.3493],
  "e_homo_ha": [-0.777, -0.855],
  "energy_ha": -265.36987,
  "multiplicity": 2,
  "fmax_ev_per_a": 1.95,
  "total_charge": 2
}

(11)
{
  "formula": "C4H7N2O",
  "method": "ωB97M-V/def2-TZVPD",
  "species": ["C", "C", "C", "C", "N", "N", "O", "H", "H", "H", "H", "H", "H", "H"],
  "coordinates": [[-2.345, -0.392, 0.419], [-1.671, 0.031, -0.579], [1.176, 0.766, -0.020], [0.906, -1.498, -0.168], [0.406, -0.219, -0.162], [2.490, 0.793, 0.231], [2.090, -1.699, -0.185], [-3.461, -0.706, 0.216], [-1.835, -0.404, 1.358], [-1.627, 0.287, -1.648], [0.658, 1.748, -0.112], [0.112, -2.381, -0.195], [2.975, 1.620, 0.258], [3.043, -0.044, 0.193]],
  "atomic_forces_ev_per_a": [[-2.2, -0.5, -0.4], [2.8, -0.4, -1.4], [2.3, 4.4, 0.4], [-0.9, -2.9, -0.4], [-4.7, -1.5, -0.7], [-2.2, -2.0, -0.5], [-0.1, -0.5, 0.2], [2.1, 1.0, 0.7], [-0.3, -0.6, 0.7], [0.1, -0.3, 0.9], [0.8, -0.6, 0.2], [1.4, 1.8, 0.1], [0.9, 2.5, 0.1], [-0.1, -0.4, 0.1]],
  "e_above_lowest_kj_mol": 359.39,
  "orbital_gap_ha": 0.3481,
  "e_homo_ha": -0.543,
  "energy_ha": -340.99936,
  "fmax_ev_per_a": 5.02,
  "total_charge": 1
}

(12)
{
  "formula": "C4H7N2O",
  "method": "ωB97M-V/def2-TZVPD",
  "species": ["C", "C", "C", "C", "N", "N", "O", "H", "H", "H", "H", "H", "H", "H"],
  "coordinates": [[-0.680, 1.463, 0.360], [0.639, 1.279, 0.021], [-1.542, 0.276, 0.615], [-0.050, -1.453, -0.021], [-1.177, -0.938, 0.376], [1.166, -0.037, -0.042], [0.208, -1.861, -1.171], [-1.011, 2.513, 0.527], [1.339, 2.069, -0.291], [-2.514, 0.559, 0.989], [0.467, -1.916, 0.741], [1.705, -0.315, -0.941], [1.723, -0.209, 0.753], [-0.273, -1.430, -1.916]],
  "atomic_forces_ev_per_a": [[2.6, -0.1, 0.0], [-1.8, 1.1, -0.4], [1.5, 0.1, -0.6], [0.8, 3.0, 1.9], [-4.0, 1.9, 0.8], [0.8, -0.4, -2.1], [-0.2, -2.3, -4.9], [-0.1, -1.2, -0.3], [-0.6, -0.1, 0.4], [-0.5, -0.8, 0.0], [1.0, -1.7, 1.4], [-0.8, 1.1, 2.0], [1.2, -0.2, 1.0], [0.0, -0.4, 0.8]],
  "e_above_lowest_kj_mol": 277.87,
  "orbital_gap_ha": 0.3586,
  "e_homo_ha": -0.541,
  "energy_ha": -341.03041,
  "fmax_ev_per_a": 5.44,
  "total_charge": 1
}